1.
Below is a cluster of 2 separate species, C4H12N2 in total, with properties calculated with the ωB97M-V functional and the def2-TZVPD basis.

```
18
Properties=species:S:1:pos:R:3
C 3.24184 -0.47583 0.33850
C 4.42756 -0.13487 1.16198
C 4.25290 0.24452 2.45744
H 3.02126 0.40337 -0.30187
H 3.57947 -1.18995 -0.42656
H 2.38254 -0.88656 0.86516
H 5.34905 -0.03215 0.60179
H 4.66749 -0.26456 3.31115
H 3.36986 0.85937 2.59610
N -2.45034 0.67237 -1.19400
C -3.61233 -0.03385 -1.66302
N -4.80469 -0.22222 -0.80105
H -2.57736 1.67452 -1.05364
H -1.85426 0.34588 -0.44852
H -3.95964 0.40063 -2.59393
H -3.22051 -1.03920 -1.75166
H -4.90548 -1.13408 -0.39085
H -4.88844 0.56931 -0.17784
```

Computed properties:
HOMO-LUMO gap: 9.14 eV
LUMO energy: 0.03273 hartree
Structure (SMILES): C=CC.NCN

2.
Below is a cluster of 2 separate species, C4H12N2 in total, with properties calculated with the ωB97M-V functional and the def2-TZVPD basis.

```
18
Properties=species:S:1:pos:R:3
N -1.50522 2.88277 -0.60892
C -0.93593 2.06817 0.45201
N 0.38539 1.49047 0.25046
H -0.90752 3.65475 -0.86861
H -1.70756 2.33006 -1.43043
H -0.86911 2.69026 1.34261
H -1.63339 1.26073 0.65794
H 0.42422 0.80993 -0.48782
H 1.06217 2.21829 0.08484
C -0.19827 -2.35224 -0.69671
C 1.09223 -2.37845 0.05556
C 1.42719 -1.67878 1.13477
H -0.75609 -3.26543 -0.50027
H -0.84505 -1.51349 -0.45990
H 0.00718 -2.36245 -1.76916
H 1.79696 -3.12377 -0.30743
H 2.34639 -1.87740 1.66930
H 0.81642 -0.85343 1.48177
```

Computed properties:
HOMO-LUMO gap: 9.97 eV
LUMO energy: 0.03772 hartree
Structure (SMILES): C=CC.NCN

3.
Below is an isolated molecule of C4H12N2, with properties calculated with the ωB97M-V functional and the def2-TZVPD basis.

```
18
Properties=species:S:1:pos:R:3
C -0.40284 -0.80822 0.11031
C 0.99090 -0.71601 -0.42326
C -1.54987 0.01523 -0.45642
C 1.14273 0.57394 -1.41567
N -0.15067 -0.53545 1.63916
N 0.04899 0.78269 2.11840
H -0.87224 -0.97565 2.20541
H -0.70068 -1.86205 0.10414
H 0.99039 1.07753 1.87728
H -0.60103 1.45021 1.69902
H 1.20191 -1.58761 -1.04184
H 1.80545 -0.63629 0.29419
H -1.73139 -0.25682 -1.49411
H -2.46196 -0.18866 0.10427
H -1.35889 1.08482 -0.39185
H 1.07828 1.49535 -0.84196
H 0.43180 0.57263 -2.23806
H 2.13913 0.51437 -1.84901
```

Computed properties:
HOMO-LUMO gap: 9.78 eV
LUMO energy: 0.03679 hartree
Structure (SMILES): CC[C@H](C)NN

4.
Below is a cluster of 2 separate species, C4H12N2 in total, with properties calculated with the ωB97M-V functional and the def2-TZVPD basis.

```
18
Properties=species:S:1:pos:R:3
C 1.97066 0.77539 1.71196
C 1.91592 0.45319 0.41041
N 1.21426 1.27151 -0.52180
H 1.43488 0.27068 2.46189
H 2.28218 1.78531 1.92812
H 2.24199 -0.48177 -0.02109
H 1.83771 1.66259 -1.25325
H 0.28876 1.26002 -0.82586
C -1.65706 0.30974 0.09155
N -1.12646 -0.64669 -0.92081
C -1.65338 -2.03917 -0.55257
H -1.41709 0.00335 1.09200
H -2.79360 0.41344 0.16061
H -1.32876 1.37102 -0.07592
H -1.36061 -0.42785 -1.87142
H -2.77530 -2.24189 -0.66087
H -1.20626 -2.76132 -1.25102
H -1.27535 -2.22229 0.44699
```

Computed properties:
HOMO-LUMO gap: 9.00 eV
LUMO energy: 0.03258 hartree
Structure (SMILES): C=CN.CNC

5.
Below is the ion C4H12N2 with charge +1, with properties calculated with the ωB97M-V functional and the def2-TZVPD basis.

```
18
Properties=species:S:1:pos:R:3
C 0.82270 -1.52442 -0.65397
C 0.71210 -0.60728 0.58967
C 0.30274 -1.46746 1.77806
N -0.40122 0.33931 0.33093
C -0.17316 1.34384 -0.68646
N -1.32965 1.84293 -1.34201
H 1.12125 -0.99011 -1.55627
H 1.62945 -2.17331 -0.31926
H -0.08511 -2.08659 -0.89993
H 1.68175 -0.08327 0.59300
H 1.08764 -2.19340 2.02830
H 0.30199 -0.76953 2.65475
H -0.55816 -2.09577 1.51817
H -0.76974 0.94212 1.08247
H 0.38130 2.14243 -0.16785
H 0.63990 0.95894 -1.32144
H -1.19358 2.77498 -1.72355
H -2.18801 1.93911 -0.79229
```

Computed properties:
HOMO-LUMO gap (spin up / spin down): 12.05 / 6.39 eV
LUMO energy (spin up / spin down): -0.11638 / -0.29954 hartree
2S+1: 2
Total charge: +1

6.
Below is a structure of composition C4H12N2, with properties calculated with the ωB97M-V functional and the def2-TZVPD basis.

```
18
Properties=species:S:1:pos:R:3
C -0.18762 -1.45823 0.62307
N -1.32536 -1.40426 -0.30085
C 1.10696 -0.95782 0.00044
C 0.95670 0.42375 -0.68468
C 0.49391 1.53752 0.21189
N -1.35279 1.37845 0.29025
H -0.46125 -0.78616 1.44213
H 0.01212 -2.46126 0.98442
H -2.19727 -1.48080 0.21728
H -1.39992 -0.45384 -0.69487
H 1.91991 -0.78598 0.71322
H 1.44324 -1.70528 -0.71507
H 1.92350 0.64721 -1.13890
H 0.24924 0.28903 -1.50896
H 0.63623 1.34613 1.26738
H -0.69454 2.04335 -0.21432
H -2.13744 1.37563 -0.38875
H 1.01439 2.45256 -0.10369
```

Computed properties:
HOMO-LUMO gap (spin up / spin down): 9.58 / 5.56 eV
LUMO energy (spin up / spin down): -0.19599 / -0.29652 hartree
2S+1: 2
Total charge: +1

7.
Below is the ion C4H12N2 with charge +2, with properties calculated with the ωB97M-V functional and the def2-TZVPD basis.

```
18
Properties=species:S:1:pos:R:3
C 0.71759 0.28145 1.85049
C 0.89464 0.51368 0.28260
C 0.02832 -0.31441 -0.58363
C -0.41705 -0.06641 -1.81547
N -0.59346 -1.16773 -2.76442
N -0.60682 0.75442 2.36124
H 1.54252 0.93291 2.18063
H 0.75843 -0.74584 2.03177
H 2.04116 0.56796 0.04840
H 0.51771 1.56424 0.24350
H 0.38507 -1.38764 -0.53527
H -0.48624 0.94232 -2.25331
H -1.42703 -0.93863 -3.28827
H -0.75607 -2.02575 -2.18350
H 0.19196 -1.45891 -3.38383
H -1.39066 0.68439 1.76546
H -0.62021 1.72406 2.76682
H -0.77986 0.13989 3.27678
```

Computed properties:
HOMO-LUMO gap: 11.30 eV
LUMO energy: -0.28073 hartree
Structure (SMILES): [NH3+]/C=C/CC[NH3+]
Total charge: +2

8.
Below is a cluster of 2 separate species, C4H12N2O in total, with properties calculated with the ωB97M-V functional and the def2-TZVPD basis.

```
19
Properties=species:S:1:pos:R:3
C 0.98215 -0.17837 0.02991
C 0.26331 0.77804 0.71438
C -1.61464 -1.44155 -0.41373
C -0.11497 2.09023 0.08091
N 1.49684 -1.33231 0.64216
N 1.46287 -0.00593 -1.27079
O -1.65715 -0.32884 0.86072
H -1.78092 0.46373 1.42346
H 0.35939 0.78153 1.79351
H 2.48324 -1.48401 0.46750
H 1.28404 -1.39124 1.62730
H 1.40355 -0.85931 -1.81642
H 1.02040 0.74627 -1.77742
H -2.55331 -1.25492 -0.93580
H -0.85594 -1.44065 -1.19277
H -1.51667 -2.43900 0.00435
H -0.78715 2.64527 0.73237
H 0.75984 2.72079 -0.10396
H -0.63489 1.93029 -0.86571
```

Computed properties:
HOMO-LUMO gap: 7.14 eV
LUMO energy: 0.02930 hartree
Structure (SMILES): CC=C(N)N.CO

9.
Below is a cluster of 2 separate species, C4H12N2O in total, with properties calculated with the ωB97M-V functional and the def2-TZVPD basis.

```
19
Properties=species:S:1:pos:R:3
C -2.78895 -0.58018 -0.13465
C -1.31624 -0.94595 0.40217
C -0.45251 0.21735 0.60999
C 0.74497 0.31562 -0.19670
N 1.62004 1.40781 -0.48697
N -3.23755 0.42915 0.85174
H -2.40413 -0.26803 -1.08516
H -3.42814 -1.45767 -0.27594
H -0.75912 -1.68589 -0.28758
H -1.27232 -1.48485 1.38809
H -0.66253 1.06054 1.33077
H 0.98572 -0.65776 -0.83642
H 2.54311 1.06005 -0.62249
H 1.55628 2.02374 0.26543
H -3.15384 1.32218 0.64057
H -2.75647 0.16229 1.61439
H 4.36443 -0.74853 0.03337
H 5.11831 -0.74059 -1.25840
O 4.25844 -0.68566 -0.94311
```

Computed properties:
HOMO-LUMO gap: 8.41 eV
LUMO energy: 0.02209 hartree
Structure (SMILES): N/C=C/CCN.O

10.
Below is an isolated molecule of C4H12N2O, with properties calculated with the ωB97M-V functional and the def2-TZVPD basis.

```
19
Properties=species:S:1:pos:R:3
N -0.12424 -1.89069 0.34060
C -0.13193 -0.41438 0.14634
C 1.27471 0.04525 -0.29330
C 1.28822 1.31539 -1.12672
O 0.40448 1.17271 -2.26205
C -0.64267 0.15184 1.47274
N -2.04482 -0.17754 1.73575
H 0.67759 -2.23116 0.83699
H -0.55727 -2.41964 -0.39004
H -0.94274 -0.20958 -0.54707
H 1.67529 -0.82443 -0.81598
H 1.88250 0.17692 0.61212
H 2.23623 1.58918 -1.61292
H 0.91674 2.09027 -0.47102
H 0.56073 0.30486 -2.61133
H -0.62937 1.25332 1.39879
H -0.06623 -0.20425 2.31812
H -2.17040 -0.65268 2.61034
H -2.53560 -0.73445 1.05918
```

Computed properties:
HOMO-LUMO gap: 9.81 eV
LUMO energy: 0.03588 hartree
Structure (SMILES): NC[C@H](N)CCO

11.
Below is an isolated molecule of C4H12N2O, with properties calculated with the ωB97M-V functional and the def2-TZVPD basis.

```
19
Properties=species:S:1:pos:R:3
C 1.48104 1.40316 0.43266
C 0.89569 0.20845 -0.36775
C 0.11467 0.71561 -1.63206
O -0.74508 -0.28489 -2.12965
N 0.17463 -0.71943 0.55022
C -1.20644 -0.58612 0.76551
N -1.67453 -1.68421 1.56422
H 2.07746 1.13826 1.37535
H 0.72053 2.18313 0.85775
H 2.03539 2.08073 -0.22552
H 1.75102 -0.21912 -0.82851
H -0.61404 1.58947 -1.39385
H 0.76355 1.04962 -2.43944
H -0.28549 -1.02143 -2.65902
H 0.71646 -1.60807 0.67689
H -1.78267 -0.75199 -0.16302
H -1.39654 0.33967 1.38311
H -0.94983 -2.34065 1.75344
H -2.07582 -1.49221 2.47967
```

Computed properties:
HOMO-LUMO gap: 8.98 eV
LUMO energy: 0.03179 hartree
Structure (SMILES): C[C@H](CO)NCN

12.
Below is an isolated molecule of C4H12N2O, with properties calculated with the ωB97M-V functional and the def2-TZVPD basis.

```
19
Properties=species:S:1:pos:R:3
C 0.58916 0.10046 0.35167
C 0.01986 -0.32076 -0.98309
C 2.16963 0.07021 -0.01113
C 0.34938 -0.86772 1.50475
N -1.52924 0.00011 -1.00818
N -1.83976 1.33519 -1.30238
O -2.38476 -0.54842 0.02032
H -2.20948 -0.00001 0.79933
H 0.32955 1.12883 0.61254
H -1.84163 1.95821 -0.49784
H -2.75074 1.39417 -1.76225
H 0.41897 0.25271 -1.82459
H 0.12686 -1.39515 -1.15185
H 0.45187 -1.90901 1.18078
H 2.65293 0.74096 0.70574
H 2.58250 -0.93270 0.12539
H 2.43041 0.44250 -1.00451
H -0.64389 -0.74072 1.93847
H 1.07837 -0.70885 2.30682
```

Computed properties:
HOMO-LUMO gap: 9.41 eV
LUMO energy: 0.03428 hartree
Structure (SMILES): CC(C)CN(N)O